Record 1
65
Properties=species:S:1:pos:R:3 method="wB97M-V/def2-TZVPD" e_tot_ha=-1990.27432 e_homo_ev=-9.8 lumo_ev=-1.15 smiles="O=C1c2ccccc2C(=O)c2ccccc21.O=C1c2ccccc2C(=O)c2ccccc21.C[C@@H](O)CO[PH4]" multiplicity=1 max_force_ev_per_a=0.26 gap_ha=0.3185
O 2.3792 -1.3699 -3.4488
C 1.9455 -0.3161 -3.0369
C 2.6366 0.4237 -1.9401
C 3.8033 -0.1048 -1.4023
C 4.4568 0.5634 -0.3814
C 3.9498 1.7649 0.1019
C 2.7883 2.2964 -0.4294
C 2.1261 1.6270 -1.4499
C 0.8597 2.2030 -1.9864
O 0.3851 3.2152 -1.5145
C 0.1817 1.4764 -3.0957
C -0.9961 1.9949 -3.6185
C -1.6602 1.3192 -4.6276
C -1.1402 0.1332 -5.1335
C 0.0367 -0.3846 -4.6217
C 0.6988 0.2797 -3.5974
H 4.1832 -1.0408 -1.7873
H 5.3619 0.1479 0.0424
H 4.4629 2.2861 0.8998
H 2.3799 3.2259 -0.0569
H -1.3970 2.9130 -3.2114
H -2.5898 1.7116 -5.0174
H -1.6623 -0.3931 -5.9209
H 0.4457 -1.3113 -4.9990
O -4.9551 -2.7114 2.0691
C -4.6921 -2.4432 0.9165
C -3.7530 -1.3365 0.5757
C -3.1536 -0.6194 1.6038
C -2.2619 0.3977 1.3092
C -1.9627 0.7031 -0.0143
C -2.5637 -0.0041 -1.0415
C -3.4619 -1.0223 -0.7534
C -4.1048 -1.7571 -1.8802
O -3.8866 -1.4531 -3.0341
C -5.0256 -2.8800 -1.5393
C -5.6135 -3.6047 -2.5681
C -6.4576 -4.6609 -2.2738
C -6.7187 -4.9988 -0.9503
C -6.1412 -4.2763 0.0788
C -5.2945 -3.2139 -0.2103
H -3.3933 -0.8691 2.6279
H -1.7961 0.9558 2.1110
H -1.2633 1.4978 -0.2435
H -2.3385 0.2280 -2.0739
H -5.4000 -3.3323 -3.5922
H -6.9137 -5.2250 -3.0765
H -7.3754 -5.8280 -0.7231
H -6.3388 -4.5257 1.1119
C 6.0633 2.6575 4.6494
C 5.4787 1.4185 3.9918
O 6.4269 0.3551 4.1610
C 4.1467 0.9826 4.6050
O 3.2584 2.0513 4.8193
P 1.7891 2.0285 3.9179
H 6.4473 3.3581 3.9113
H 5.3314 3.1625 5.2713
H 6.8997 2.3499 5.2759
H 5.3563 1.5728 2.9156
H 6.0436 -0.4534 3.8150
H 4.3764 0.4950 5.5565
H 3.6946 0.2231 3.9491
H 2.5111 1.8941 2.7155
H 1.5032 3.2664 4.5031
H 1.3502 0.8776 4.5866
H 0.5533 2.0789 3.1595

Record 2
146
Properties=species:S:1:pos:R:3 method="wB97M-V/def2-TZVPD" e_tot_ha=-2471.39542 de_lowest_ev=6.253 e_homo_ev=-7.9 lumo_ev=0.11 smiles=CC1(C)CCCC(C)(C)N1O.CC1(C)CCCC(C)(C)N1O.COC[C@H](C)N.COC[C@H](C)N.COC[C@H](C)N.COC[C@H](C)N.CO.CO.CO multiplicity=1 max_force_ev_per_a=4.00 gap_ha=0.2938
C -3.8419 -7.5772 -23.4810
C -5.1456 -7.0720 -24.1191
C -4.9212 -6.0930 -25.3345
C -5.9379 -8.3099 -24.5310
C -7.4931 -8.1080 -24.5698
C -7.9681 -7.5237 -23.2093
C -7.2261 -6.2154 -22.8045
C -7.8195 -5.1976 -23.6676
C -7.6016 -5.8420 -21.3187
N -5.7940 -6.3535 -23.0185
O -5.0890 -5.2498 -22.5734
H -3.2919 -8.2087 -24.1787
H -3.1424 -6.8052 -23.1601
H -3.9329 -8.1163 -22.5380
H -4.1134 -5.4562 -24.9738
H -4.5283 -6.4677 -26.2797
H -5.7696 -5.4169 -25.4406
H -5.5467 -8.5195 -25.5265
H -5.6795 -9.1666 -23.9086
H -7.5927 -7.6162 -25.5374
H -7.9754 -9.0736 -24.7220
H -7.9282 -8.3971 -22.5582
H -9.0376 -7.3143 -23.1949
H -7.7515 -5.2580 -24.7538
H -7.4636 -4.2322 -23.3079
H -8.8625 -4.9346 -23.4914
H -7.1635 -6.4043 -20.4941
H -8.6718 -6.0331 -21.2396
H -7.2763 -4.8191 -21.1294
H -4.5159 -5.6172 -21.8965
C -6.4986 -14.6942 -18.0199
C -6.5682 -13.5316 -19.0178
C -7.8530 -12.6981 -18.6195
C -5.4542 -12.4637 -18.7576
C -4.1038 -12.8957 -19.2219
C -4.1326 -13.2043 -20.7466
C -5.3159 -14.2173 -21.1862
C -5.3143 -14.1359 -22.7482
C -4.9294 -15.6840 -20.8622
N -6.5999 -13.7861 -20.5382
O -7.7355 -14.4318 -20.9537
H -6.9870 -15.5390 -18.5055
H -5.4249 -14.8818 -18.0283
H -6.8663 -14.4647 -17.0198
H -7.8372 -11.7093 -19.0777
H -8.8229 -13.1634 -18.7952
H -7.9181 -12.3428 -17.5911
H -5.6263 -11.5672 -19.3533
H -5.5881 -12.1226 -17.7310
H -3.3443 -12.1454 -19.0018
H -3.7945 -13.7989 -18.6959
H -3.1543 -13.6332 -20.9637
H -4.2492 -12.3398 -21.4001
H -4.3649 -14.1195 -23.2834
H -5.6974 -13.1817 -23.1098
H -5.9204 -14.9521 -23.1413
H -5.0772 -15.8454 -19.7944
H -3.9182 -15.9625 -21.1590
H -5.7788 -16.2474 -21.2485
H -8.2540 -13.7368 -21.3656
C 2.1167 -7.2716 -20.4816
O 1.3856 -8.2984 -21.2097
C 2.1488 -9.2338 -21.9458
C 1.6220 -10.6860 -21.6797
C 1.8849 -11.2505 -20.2548
N 2.1756 -11.6380 -22.6129
H 1.3866 -6.5460 -20.1232
H 2.8008 -6.6557 -21.0655
H 2.6092 -7.6023 -19.5672
H 2.0799 -9.0093 -23.0102
H 3.1908 -9.1753 -21.6312
H 0.5400 -10.8016 -21.7427
H 1.7986 -10.4116 -19.5642
H 2.9048 -11.6288 -20.1857
H 1.0975 -11.9373 -19.9443
H 1.5782 -11.6793 -23.4262
H 3.0413 -11.2000 -22.8935
C -11.1860 -3.6989 -15.8708
O -11.9219 -3.6089 -17.1635
C -11.4618 -2.6334 -18.0252
C -12.7788 -2.3269 -18.9115
C -12.6056 -1.4892 -20.1531
N -13.9568 -1.8795 -18.2641
H -10.1035 -3.7839 -15.9671
H -11.4783 -4.4974 -15.1889
H -11.3958 -2.8032 -15.2862
H -11.0679 -1.7147 -17.5904
H -10.6764 -3.1269 -18.5976
H -13.0046 -3.2817 -19.3863
H -13.4480 -1.6769 -20.8188
H -11.7446 -1.9084 -20.6737
H -12.4196 -0.4197 -20.0548
H -13.7422 -1.1535 -17.5955
H -14.2233 -2.5496 -17.5569
C -5.9447 -12.9733 -29.4924
O -6.7361 -11.9125 -30.0525
C -8.0193 -12.3505 -30.5874
C -8.7085 -11.1169 -31.0617
C -8.8562 -10.0816 -29.9303
N -10.0626 -11.2606 -31.6169
H -4.8996 -12.7349 -29.2952
H -5.9194 -13.7324 -30.2742
H -6.4425 -13.3715 -28.6082
H -7.9465 -13.0284 -31.4379
H -8.5813 -12.8700 -29.8113
H -8.0242 -10.6122 -31.7437
H -9.4664 -10.3484 -29.0674
H -9.3160 -9.2517 -30.4669
H -7.9288 -9.6044 -29.6137
H -10.1358 -12.1637 -32.0631
H -10.6102 -11.2811 -30.7685
C -1.6220 -8.8153 -29.8298
O -0.3021 -8.4846 -29.3885
C 0.5624 -9.5119 -28.9860
C 1.8980 -8.9434 -28.4614
C 3.0405 -10.0902 -28.3882
N 1.8393 -8.1312 -27.3223
H -1.9092 -7.9462 -30.4216
H -2.3687 -9.0643 -29.0759
H -1.5604 -9.6110 -30.5723
H 0.0581 -10.1511 -28.2613
H 0.7954 -10.0572 -29.9007
H 2.2453 -8.2846 -29.2574
H 3.2272 -10.2381 -29.4518
H 2.5608 -10.9704 -27.9600
H 4.0152 -9.9448 -27.9225
H 1.6855 -7.1547 -27.5297
H 1.0988 -8.4095 -26.6943
C -9.8873 -13.9527 -25.7683
O -11.2269 -13.9174 -26.1697
H -9.7492 -13.5801 -24.7533
H -9.7161 -15.0222 -25.6456
H -9.1725 -13.5531 -26.4877
H -11.6163 -14.4586 -25.4790
C -2.4593 -6.3312 -17.8380
O -2.7524 -5.1674 -18.4880
H -3.3228 -6.9952 -17.8791
H -1.6057 -6.8762 -18.2411
H -2.2000 -6.1410 -16.7966
H -2.5227 -4.4195 -17.9317
C -0.6408 -2.2671 -25.2482
O -0.0469 -0.9852 -25.6416
H -1.2702 -1.9972 -24.4003
H -1.2089 -2.7068 -26.0680
H 0.0794 -2.9985 -24.8816
H -0.7006 -0.4660 -26.1156

Record 3
94
Properties=species:S:1:pos:R:3 method="wB97M-V/def2-TZVPD" e_tot_ha=-3312.31174 total_charge=-1 e_homo_ev=-4.1 lumo_ev=1.22 multiplicity=1 max_force_ev_per_a=2.60 gap_ha=0.1971
C -1.0229 3.4880 0.2422
C -0.4570 3.2592 -1.1357
O -1.2459 3.7895 -2.1818
B -1.2986 5.2049 -2.1933
O -0.1211 5.7988 -2.7252
Al -2.9127 6.4253 -1.5550
C -4.2519 5.5491 -0.2713
C -5.3943 4.7322 -0.8959
C -4.9727 3.6554 -1.8232
F -4.4872 4.0610 -2.9471
F -6.0502 2.8894 -2.1467
F -4.1365 2.8282 -1.2732
H -0.9651 4.5172 0.5670
H -0.4441 2.9070 0.9490
H -2.0431 3.1416 0.3104
H -0.4047 2.1925 -1.3028
H 0.5718 3.6072 -1.2064
H 0.3310 6.2253 -1.9838
H -2.2352 7.6740 -0.7426
H -3.7028 7.0508 -2.8181
H -3.7942 4.9473 0.5058
H -4.7305 6.3713 0.2507
H -6.1250 5.3501 -1.3870
H -5.9245 4.2120 -0.1039
C 1.3196 -0.7465 3.4536
C 1.5732 0.7323 3.5498
O 1.4513 1.1538 2.1749
C 0.6863 0.2517 1.5336
O 0.2408 0.3798 0.4345
O 0.4649 -0.8394 2.3088
H 0.8246 -1.1445 4.3331
H 2.2281 -1.3226 3.2648
H 0.8184 1.2389 4.1454
H 2.5565 0.9651 3.9464
C 1.5310 -2.0112 -2.8227
C 1.4552 -0.5634 -2.4021
O 2.8341 -0.1582 -2.4730
C 3.4691 -0.9783 -3.3306
O 4.5779 -0.8129 -3.7383
O 2.6832 -2.0273 -3.6770
H 0.6497 -2.3432 -3.3643
H 1.7086 -2.6852 -1.9822
H 0.8743 0.0440 -3.0984
H 1.0594 -0.4249 -1.4004
C 0.1119 -3.5972 -7.7594
C 0.7003 -2.8991 -6.5542
O 0.1976 -3.6880 -5.4694
C -0.0901 -4.9280 -5.9449
O -0.3647 -5.8630 -5.2685
O -0.0179 -4.9466 -7.3003
H 0.7543 -3.5509 -8.6348
H -0.8777 -3.2184 -8.0215
H 1.7907 -2.9337 -6.5372
H 0.3764 -1.8657 -6.4591
C 1.0406 -2.9184 8.4802
C -0.0745 -1.8996 8.5576
O 0.5321 -0.7355 7.9897
C 1.5499 -1.1394 7.1865
O 2.1440 -0.4331 6.4407
O 1.7901 -2.4654 7.3498
H 0.6832 -3.9325 8.3213
H 1.6861 -2.9002 9.3602
H -0.9375 -2.1797 7.9499
H -0.4041 -1.7021 9.5745
C -2.9897 -2.7212 0.3945
C -2.3602 -1.9889 1.5559
O -2.8854 -2.7022 2.6883
C -3.2251 -3.9486 2.2784
O -3.5315 -4.8370 3.0074
O -3.1678 -4.0420 0.9283
H -2.3557 -2.7447 -0.4875
H -3.9660 -2.3184 0.1200
H -1.2778 -2.0645 1.5640
H -2.6417 -0.9395 1.5994
C 8.0519 -1.6545 -5.1106
C 6.8473 -2.3375 -5.7112
O 7.0286 -2.1019 -7.1143
C 8.3480 -1.8874 -7.3390
O 8.8510 -1.8275 -8.4139
O 9.0179 -1.7508 -6.1662
H 8.4167 -2.1444 -4.2116
H 7.8685 -0.6014 -4.8932
H 6.8460 -3.4154 -5.5345
H 5.9088 -1.9182 -5.3618
C -2.7950 -0.2271 5.5328
C -3.5575 0.9337 6.1343
O -2.5094 1.8415 6.4919
C -1.4353 1.5717 5.7110
O -0.4617 2.2439 5.6266
O -1.6238 0.4127 5.0209
H -3.3352 -0.7326 4.7362
H -2.4952 -0.9634 6.2820
H -4.2138 1.4219 5.4122
H -4.1370 0.6549 7.0108